Entry 1:
DFT (ωB97M-V/def2-TZVPD) results for 12 unconnected molecules or ions with the total composition C45H87N9O24 in a non-equilibrium geometry.

```
165
Properties=species:S:1:pos:R:3
C -1.948 5.246 -2.335
N -2.037 6.336 -3.325
O -2.312 5.990 -4.494
O -1.766 7.470 -3.039
H -2.995 5.064 -2.092
H -1.436 5.540 -1.419
H -1.559 4.302 -2.717
C 0.161 3.882 1.669
N 1.342 4.562 1.090
O 1.154 5.461 0.268
O 2.404 4.196 1.603
H -0.751 4.247 1.195
H 0.050 4.321 2.660
H 0.243 2.798 1.754
C 3.211 0.916 3.236
N 2.306 1.650 4.139
O 1.221 1.985 3.668
O 2.582 1.746 5.302
H 4.119 0.639 3.772
H 3.454 1.548 2.382
H 2.680 0.081 2.781
C -7.657 -2.977 5.797
C -6.462 -3.222 4.826
C -5.525 -2.074 4.703
O -4.501 -2.287 3.727
C -4.975 -2.222 2.356
N -5.720 -4.421 5.336
H -8.210 -2.126 5.399
H -7.357 -2.719 6.812
H -8.304 -3.854 5.836
H -6.899 -3.441 3.852
H -4.978 -1.797 5.603
H -6.119 -1.185 4.490
H -5.306 -3.250 2.210
H -4.208 -1.908 1.648
H -5.769 -1.476 2.395
H -5.201 -4.816 4.565
H -6.355 -5.123 5.688
C 1.552 -2.289 -3.859
C 2.665 -2.654 -4.875
C 2.200 -3.161 -6.213
O 3.433 -3.412 -7.042
C 2.887 -3.805 -8.325
N 3.636 -1.565 -5.072
H 1.764 -1.914 -2.858
H 0.881 -3.147 -3.833
H 0.925 -1.461 -4.191
H 3.364 -3.346 -4.404
H 1.603 -2.384 -6.689
H 1.632 -4.063 -5.983
H 2.231 -4.673 -8.268
H 3.736 -4.134 -8.925
H 2.487 -2.948 -8.867
H 4.056 -1.849 -5.945
H 4.302 -1.816 -4.355
C 7.682 -0.978 4.015
C 6.384 -1.403 4.712
C 5.792 -2.719 4.172
O 4.969 -2.546 3.020
C 5.627 -2.645 1.797
N 6.617 -1.361 6.170
H 7.948 0.051 4.255
H 7.608 -0.992 2.927
H 8.555 -1.565 4.301
H 5.677 -0.589 4.554
H 5.121 -3.110 4.937
H 6.541 -3.508 4.108
H 5.755 -1.676 1.313
H 4.981 -3.336 1.255
H 6.568 -3.186 1.897
H 5.993 -1.798 6.833
H 7.388 -2.000 6.042
C -1.432 0.294 0.805
C -0.300 0.721 -0.143
C 0.528 -0.437 -0.613
O 1.514 -0.803 0.384
C 2.710 -1.425 -0.081
N -0.938 1.364 -1.278
H -2.152 -0.425 0.416
H -1.913 1.132 1.311
H -0.977 -0.252 1.632
H 0.284 1.583 0.177
H 0.995 -0.284 -1.585
H -0.104 -1.305 -0.800
H 3.325 -1.861 0.706
H 3.309 -0.734 -0.674
H 2.511 -2.272 -0.737
H -1.531 0.678 -1.722
H -1.540 2.039 -0.830
C -4.325 1.232 2.752
C -3.717 2.272 3.830
C -2.687 1.668 4.812
O -2.313 2.675 5.769
C -1.541 2.151 6.801
N -3.186 3.395 3.053
H -5.188 0.736 3.195
H -3.668 0.462 2.347
H -4.750 1.748 1.891
H -4.529 2.665 4.442
H -1.791 1.442 4.234
H -3.203 0.830 5.282
H -2.211 1.651 7.500
H -0.942 2.879 7.348
H -0.860 1.359 6.490
H -3.114 4.171 3.696
H -2.227 3.117 2.902
C 3.858 1.884 -0.780
C 4.542 2.925 -1.592
C 5.843 3.337 -0.870
O 5.655 4.450 0.030
C 5.579 5.716 -0.593
N 5.015 2.381 -2.826
H 3.584 2.081 0.256
H 4.501 1.011 -0.661
H 3.016 1.457 -1.325
H 3.840 3.703 -1.891
H 6.540 3.706 -1.623
H 6.430 2.534 -0.424
H 4.881 5.499 -1.401
H 6.555 6.074 -0.918
H 5.134 6.494 0.028
H 4.187 2.072 -3.316
H 5.492 1.537 -2.541
C -4.685 2.759 -1.742
C -5.938 2.817 -2.212
C -7.082 3.529 -1.546
O -8.193 3.705 -1.977
C -6.676 4.057 -0.209
C -5.440 4.046 0.279
C -4.263 3.406 -0.474
O -3.079 3.557 -0.168
O -5.252 4.474 1.563
O -6.333 2.253 -3.359
H -3.920 2.264 -2.322
H -7.449 4.415 0.456
H -4.517 3.999 1.957
H -7.230 2.505 -3.590
C -0.395 -5.838 -2.843
C 0.902 -5.850 -2.483
C 1.355 -5.171 -1.244
O 2.498 -5.245 -0.764
C 0.329 -4.259 -0.698
C -0.971 -4.315 -1.042
C -1.481 -5.284 -2.088
O -2.609 -5.448 -2.420
O -1.939 -3.529 -0.477
O 1.785 -6.384 -3.324
H -0.610 -6.164 -3.850
H 0.495 -3.686 0.201
H -2.779 -3.609 -0.937
H 2.618 -6.493 -2.860
C -1.724 -2.038 -4.511
C -1.318 -2.245 -5.792
C -0.735 -1.085 -6.542
O -0.313 -1.137 -7.680
C -0.795 0.208 -5.854
C -1.291 0.336 -4.633
C -1.806 -0.725 -3.836
O -2.306 -0.551 -2.733
O -1.107 1.535 -4.028
O -1.191 -3.498 -6.350
H -2.084 -2.966 -4.094
H -0.402 1.133 -6.250
H -0.990 1.441 -3.079
H -0.907 -3.349 -7.254
```

net charge	0
LUMO energy	-2.2	eV
E_tot	-4064.78820	hartree
SMILES	O=C1C=C(O)C(=O)C=C1O.O=C1C=C(O)C(=O)C=C1O.O=C1C=C(O)C(=O)C=C1O.C[N+](=O)[O-].C[N+](=O)[O-].C[N+](=O)[O-].COC[C@H](C)N.COC[C@H](C)N.COC[C@H](C)N.COC[C@H](C)N.COC[C@H](C)N.COC[C@H](C)N
molecular weight	1138.2	g mol⁻¹
HOMO level	-9.22	eV
HOMO-LUMO gap	0.257	hartree

Atom charges from the Mulliken analysis, given in e for atoms 1 to 2: C -0.2644; N 0.9966

=====

Entry 2:
DFT (ωB97M-V/def2-TZVPD) results for a single C23H20N4O3 molecule in a non-equilibrium geometry.

```
50
Properties=species:S:1:pos:R:3
N -1.190 5.598 -3.312
C -1.399 4.790 -2.494
N 1.359 -0.516 5.525
N 0.343 -0.823 -5.752
N 1.165 -0.350 -4.761
O 0.743 -2.459 -4.317
O 0.707 -1.678 4.985
O 2.041 1.611 4.608
C 1.450 0.391 4.582
C 0.088 -2.082 -5.489
C 1.356 -1.325 -3.914
C -0.277 0.391 -0.183
C 0.193 -0.221 -1.341
C -2.881 3.047 0.461
C -2.691 3.968 -0.588
C -2.072 1.895 0.608
C -0.868 2.615 -1.313
C 0.599 0.497 2.145
C -0.382 -1.577 1.412
C -1.652 3.790 -1.486
C 0.414 -1.386 3.676
C 0.817 -0.105 3.381
C -1.058 1.631 -0.301
C -0.036 -0.222 1.120
C -0.228 -2.148 2.687
C 2.238 2.135 5.947
C -0.872 -2.816 -6.326
C -0.692 -3.549 2.914
C 2.077 -1.182 -2.610
C 1.161 -1.404 -1.417
H 0.017 0.366 -2.256
H -3.684 3.204 1.187
H -3.396 4.766 -0.663
H -2.331 1.220 1.409
H -0.058 2.540 -2.031
H 0.885 1.523 2.061
H -0.919 -2.163 0.687
H 2.728 3.112 5.939
H 2.867 1.428 6.517
H 1.287 2.220 6.468
H -1.279 -2.146 -7.137
H -1.662 -3.239 -5.682
H -0.383 -3.673 -6.785
H -0.938 -4.052 1.991
H -1.557 -3.557 3.551
H 0.094 -4.101 3.430
H 2.857 -1.925 -2.601
H 2.578 -0.215 -2.517
H 0.667 -2.353 -1.501
H 1.772 -1.472 -0.511
```

net charge	0
LUMO energy	0.2	eV
E_tot	-1333.09368	hartree
SMILES	COc1noc2c(C)cc(/C(=C\CCc3nnc(C)o3)c3cccc(C#N)c3)cc12
molecular weight	400.4	g mol⁻¹
HOMO level	-8.56	eV
HOMO-LUMO gap	0.321	hartree

Atom charges from the Mulliken analysis, given in e for atoms 1 to 2: N -0.5163; C -0.0710

=====

Entry 3:
DFT (ωB97M-V/def2-TZVPD) results for a molecular structure, C4H4ClN in a non-equilibrium geometry.

```
10
Properties=species:S:1:pos:R:3
C -1.196 -0.058 -0.276
C -0.107 0.847 -0.367
C -1.668 -1.228 0.046
C 1.693 0.776 0.256
N -1.203 1.311 -0.925
Cl 2.661 -0.452 -0.479
H -2.687 -1.496 -0.171
H -1.194 -2.077 0.655
H 1.498 0.581 1.287
H 2.203 1.797 -0.027
```

net charge	0
LUMO energy	0.5	eV
E_tot	-669.58267	hartree
molecular weight	101.5	g mol⁻¹
HOMO level	-9.16	eV
HOMO-LUMO gap	0.354	hartree

Atom charges from the Mulliken analysis, given in e for atoms 1 to 2: C 0.5335; C 0.1701

=====

Entry 4:
DFT (ωB97M-V/def2-TZVPD) results for 20 unconnected molecules or ions with the total composition C2H42O21 in a non-equilibrium geometry.

```
65
Properties=species:S:1:pos:R:3
O 0.337 -0.870 -1.817
C 0.560 -0.744 -0.435
C -0.489 0.208 0.206
O -0.406 0.131 1.599
H 1.528 -0.252 -0.320
H 0.668 -1.690 -0.029
H -1.443 -0.159 -0.084
H -0.300 1.204 -0.250
O -1.738 3.964 -0.692
H -1.044 3.367 -0.403
H -1.724 4.167 -1.634
O -0.562 -2.037 -4.023
H -0.525 -1.412 -4.743
H -0.054 -1.718 -3.304
O -3.016 -1.283 -2.411
H -3.578 -0.536 -2.450
H -2.208 -0.886 -2.559
O -3.006 1.658 -1.177
H -2.537 2.483 -0.902
H -3.025 1.184 -0.330
O 2.501 0.812 -2.505
H 1.742 0.329 -2.182
H 2.495 0.714 -3.458
O 0.516 4.005 1.029
H 1.105 3.754 0.363
H 1.115 4.394 1.693
O 1.922 1.465 1.579
H 1.146 0.916 1.448
H 2.595 0.908 1.910
O -0.356 -3.412 -1.354
H 0.155 -3.814 -0.665
H -0.216 -2.466 -1.225
O 2.490 -2.252 -2.460
H 1.758 -1.686 -2.118
H 2.411 -3.071 -2.013
O -2.158 0.006 3.544
H -1.947 0.796 4.060
H -1.448 -0.138 2.936
O -3.648 0.726 1.311
H -2.987 0.229 1.727
H -4.079 -0.037 0.886
O 4.349 -1.280 -0.658
H 3.663 -1.494 -1.284
H 5.188 -1.418 -1.137
O -1.252 2.595 2.235
H -0.583 3.188 1.925
H -1.056 1.676 1.896
O 1.108 0.210 4.833
H 0.778 -0.364 5.514
H 0.992 -0.142 3.962
O -0.955 1.142 -2.865
H -0.411 0.487 -2.428
H -1.617 1.250 -2.167
O 1.118 -4.074 0.937
H 1.779 -4.314 0.278
H 1.305 -3.174 1.298
O 2.173 2.779 -0.719
H 1.966 2.187 -0.018
H 2.406 2.098 -1.351
O 1.207 -1.608 2.523
H 0.648 -2.212 3.021
H 0.603 -0.929 2.111
O -2.165 -2.011 1.472
H -1.482 -1.359 1.309
H -2.313 -2.189 0.562
```

net charge	-2
LUMO energy	4.8	eV
E_tot	-1681.47859	hartree
molecular weight	402.3	g mol⁻¹
HOMO level	-3.09	eV
HOMO-LUMO gap	0.289	hartree

Atom charges from the Mulliken analysis, given in e for atoms 1 to 2: O 0.0358; C 1.0315

=====

Entry 5:
DFT (ωB97M-V/def2-TZVPD) results for a molecular structure, C40H93AgAsF6O18 in a non-equilibrium geometry.

```
159
Properties=species:S:1:pos:R:3
Ag 0.357 -1.962 0.363
As 1.123 -5.202 2.951
F 0.743 -3.837 1.848
F -0.250 -4.624 4.014
F 1.543 -6.419 4.215
F 2.427 -5.777 1.865
F 2.316 -4.120 3.812
F 0.013 -6.357 2.118
O -0.831 -0.266 0.055
H -1.713 -0.154 0.461
C 0.941 4.696 3.982
C 0.027 3.463 3.906
C -0.790 3.092 2.671
C -1.506 1.695 2.823
C -2.742 1.641 3.726
C -3.898 2.508 3.224
H 0.327 5.595 4.041
H 1.623 4.726 3.133
H 1.537 4.740 4.893
H 0.610 2.568 4.125
H -0.700 3.605 4.705
H -0.081 2.982 1.851
H -1.547 3.829 2.401
H -1.812 1.382 1.825
H -0.857 0.926 3.241
H -3.050 0.598 3.795
H -2.485 1.911 4.751
H -3.817 2.677 2.151
H -4.892 2.184 3.534
H -3.778 3.477 3.708
C 5.397 2.660 -3.592
O 4.005 2.292 -3.544
C 3.149 3.315 -4.053
C 1.581 3.045 -4.164
O 1.282 2.051 -5.143
C -0.067 1.563 -5.173
C -0.188 0.409 -6.215
O 0.588 -0.707 -5.903
C 0.493 -1.827 -6.813
H 5.991 1.809 -3.256
H 5.656 3.546 -3.012
H 5.674 2.737 -4.643
H 3.461 3.549 -5.071
H 3.299 4.232 -3.482
H 1.161 4.011 -4.444
H 1.140 2.831 -3.191
H -0.630 2.463 -5.420
H -0.464 1.321 -4.187
H 0.161 0.755 -7.188
H -1.237 0.192 -6.418
H 0.786 -1.535 -7.822
H -0.533 -2.192 -6.803
H 1.005 -2.744 -6.522
C -2.585 -1.828 2.003
O -1.692 -2.741 1.344
C -2.350 -3.367 0.230
C -1.466 -4.438 -0.348
O -0.258 -3.782 -0.745
C 0.688 -4.718 -1.315
C 2.078 -4.201 -1.373
O 2.381 -3.512 -0.153
C 3.737 -3.745 0.294
H -2.101 -1.339 2.849
H -3.411 -2.432 2.379
H -2.981 -1.031 1.373
H -2.685 -2.622 -0.492
H -3.210 -3.937 0.580
H -1.923 -4.842 -1.252
H -1.215 -5.199 0.391
H 0.343 -4.989 -2.313
H 0.714 -5.625 -0.711
H 2.218 -3.521 -2.214
H 2.708 -5.070 -1.567
H 4.370 -3.146 -0.361
H 3.978 -4.802 0.409
H 3.824 -3.320 1.294
C 3.217 3.898 0.834
O 4.220 3.225 1.639
C 3.979 3.218 3.028
C 5.210 2.595 3.741
O 5.297 1.224 3.561
C 6.533 0.597 3.926
C 6.331 -0.956 3.735
O 5.334 -1.505 4.632
C 4.911 -2.836 4.304
H 2.263 3.485 1.162
H 3.375 3.870 -0.244
H 3.097 4.954 1.076
H 3.090 2.672 3.342
H 3.760 4.214 3.414
H 5.205 2.792 4.813
H 6.086 3.072 3.302
H 6.804 0.826 4.957
H 7.315 0.981 3.272
H 7.267 -1.487 3.907
H 6.112 -1.157 2.687
H 4.189 -3.149 5.059
H 5.710 -3.565 4.168
H 4.457 -2.725 3.320
C 0.644 -1.384 3.770
O 0.841 -1.022 2.412
C 1.906 -0.141 2.293
C 2.226 0.311 0.854
O 2.305 -0.748 -0.037
C 2.619 -0.448 -1.421
C 1.336 -0.529 -2.326
O 0.660 -1.715 -2.049
C -0.455 -1.894 -2.995
H 0.441 -0.514 4.394
H 1.538 -1.910 4.104
H -0.184 -2.090 3.828
H 2.826 -0.564 2.697
H 1.617 0.782 2.795
H 3.167 0.860 0.813
H 1.472 1.020 0.513
H 3.250 -1.279 -1.735
H 3.097 0.527 -1.521
H 1.625 -0.537 -3.377
H 0.737 0.323 -2.004
H -1.209 -2.548 -2.557
H -0.022 -2.297 -3.911
H -0.881 -0.931 -3.274
C -6.815 0.513 1.462
O -6.296 1.646 0.716
C -5.202 1.365 -0.092
C -4.842 2.599 -0.878
O -4.117 2.376 -2.055
C -2.761 1.904 -1.923
C -1.816 2.744 -1.066
O -1.892 4.084 -1.511
C -1.112 4.992 -0.732
H -7.670 0.787 2.081
H -6.004 0.111 2.069
H -7.032 -0.228 0.693
H -5.487 0.621 -0.836
H -4.366 0.876 0.408
H -4.465 3.389 -0.229
H -5.789 3.035 -1.197
H -2.379 1.747 -2.931
H -2.760 0.892 -1.518
H -0.804 2.341 -1.114
H -2.061 2.644 -0.009
H -0.895 5.899 -1.296
H -0.128 4.642 -0.419
H -1.558 5.254 0.227
O -3.743 -3.425 -2.744
C -4.419 -2.530 -3.283
O -5.590 -2.041 -2.861
C -6.248 -2.657 -1.754
C -7.639 -2.009 -1.761
C -3.849 -1.761 -4.474
H -5.743 -2.400 -0.822
H -6.340 -3.729 -1.928
H -8.133 -2.004 -2.733
H -7.684 -0.948 -1.516
H -8.322 -2.443 -1.031
H -4.408 -0.890 -4.817
H -3.842 -2.508 -5.267
H -2.819 -1.544 -4.191
```

net charge	0
LUMO energy (spin up / spin down)	0.4 / -1.7	eV
multiplicity	2
E_tot	-5915.81607	hartree
molecular weight	1158.9	g mol⁻¹
HOMO level (spin up / spin down)	-9.31 / -9.31	eV
HOMO-LUMO gap (spin up / spin down)	0.358 / 0.280	hartree

Atom charges from the Mulliken analysis, given in e for atoms 1 to 2: Ag 0.7346; As 1.7499

=====

Entry 6:
DFT (ωB97M-V/def2-TZVPD) results for a single C5H6OS2 molecule in a non-equilibrium geometry.

```
14
Properties=species:S:1:pos:R:3
C -1.260 1.538 0.205
C -0.001 0.824 0.173
C -2.402 0.935 -0.036
C 0.125 -0.503 0.055
C 1.439 -1.305 -0.038
O -0.953 -1.285 0.489
S -2.477 -0.849 -0.165
S 2.879 -0.134 -0.225
H -1.343 2.685 0.335
H 0.875 1.331 0.027
H -3.227 1.583 -0.182
H 1.346 -1.794 1.041
H 1.287 -2.001 -0.874
H 3.711 -1.026 -0.806
```

net charge	0
LUMO energy	0.5	eV
E_tot	-1065.63504	hartree
SMILES	SCC1=CC=CSO1
molecular weight	146.2	g mol⁻¹
HOMO level	-7.89	eV
HOMO-LUMO gap	0.309	hartree

Atom charges from the Mulliken analysis, given in e for atoms 1 to 2: C -0.6676; C 0.0178